# C24H42NP3PtSe

A structure of composition C24H42NP3PtSe (ωB97M-V with the def2-TZVPD basis set, the Open Molecules 2025 dataset).

The total charge is +4. As for the expectation value of S²: 6.0225. Its energy is -123475.4520 eV. Its spin multiplicity is 5. For the gap between HOMO and LUMO (spin up / spin down), the calculation gives 6.39 / 2.65 eV.

Element x y z (Å)
Pt: 0.31 -0.53 -0.26
P: -1.06 -2.17 0.53
P: 1.88 -0.57 1.64
P: 1.67 -1.39 -1.81
H: -2.32 3.96 -5.84
C: -2.38 3.04 -6.44
C: -3.26 2.06 -6.15
H: -4.08 2.22 -5.43
C: -2.42 -1.62 1.55
C: -0.26 -3.44 1.58
C: -1.84 -3.06 -0.89
C: 3.03 0.85 1.62
C: 1.42 -0.56 3.43
C: 3.05 -2.00 1.67
C: 0.90 -1.28 -3.44
C: 2.07 -3.13 -1.50
C: 3.25 -0.52 -1.90
H: -1.74 3.02 -7.31
H: -3.23 1.10 -6.67
H: -2.80 -0.64 1.24
H: -2.10 -1.54 2.61
H: -3.28 -2.33 1.54
H: 0.06 -2.96 2.51
H: 0.59 -3.89 1.07
H: -1.00 -4.22 1.81
H: -2.37 -2.33 -1.54
H: -2.57 -3.81 -0.52
H: -1.07 -3.58 -1.50
H: 3.74 0.67 2.42
H: 2.46 1.76 1.85
H: 3.55 0.95 0.67
H: 2.24 -1.08 3.93
H: 0.48 -1.07 3.59
H: 1.38 0.48 3.75
H: 3.62 -1.84 2.58
H: 3.72 -2.01 0.81
H: 2.49 -2.94 1.77
H: 1.49 -1.86 -4.16
H: 0.84 -0.23 -3.75
H: -0.12 -1.68 -3.39
H: 2.69 -3.49 -2.34
H: 1.16 -3.73 -1.43
H: 2.63 -3.25 -0.56
H: 3.79 -0.86 -2.81
H: 3.88 -0.72 -1.02
H: 3.09 0.57 -1.97
C: 0.10 2.45 -2.25
C: -1.06 2.05 -2.93
C: -1.03 2.09 -4.31
C: 0.07 2.52 -5.06
C: 1.23 2.87 -4.37
C: 1.25 2.76 -2.98
Se: 0.35 2.49 -0.34
H: -1.16 2.47 -0.21
H: -1.97 1.73 -2.38
H: -1.98 1.83 -4.80
H: 0.03 2.60 -6.14
H: 2.11 3.23 -4.91
H: 2.15 2.95 -2.41
N: -0.83 1.25 2.00
C: -1.23 1.39 3.10
C: -1.63 1.46 4.47
C: -2.69 0.65 4.90
C: -2.96 0.55 6.27
C: -2.21 1.28 7.19
C: -1.17 2.10 6.75
C: -0.87 2.21 5.40
H: -3.30 0.10 4.16
H: -3.77 -0.09 6.61
H: -2.40 1.18 8.25
H: -0.60 2.70 7.44
H: -0.06 2.83 5.01